The following is a DFT calculation (ωB97M-V/def2-TZVPD) of 12 unconnected molecules or ions with the total composition C62H125F2N13O10S2 at a distorted geometry.

Element x y z (Å)
C: 2.47841 -0.78463 -5.37127
C: 1.71239 0.35470 -4.69243
N: 0.25186 0.07878 -4.82818
C: -0.55399 0.76944 -5.71164
C: -1.81999 0.21934 -5.67255
N: -1.83959 -0.85706 -4.77242
C: -0.53850 -0.92664 -4.31236
C: -2.92713 -1.62856 -4.38987
H: 2.23256 -0.57397 -6.41208
H: 2.25328 -1.79443 -5.02816
H: 3.54511 -0.66343 -5.18270
H: 1.94544 1.31275 -5.15711
H: 1.96716 0.51001 -3.64406
H: -0.21433 1.64279 -6.24857
H: -2.76474 0.45187 -6.14137
H: -0.21427 -1.58010 -3.51596
H: -3.79872 -0.99100 -4.53801
H: -2.85837 -2.10308 -3.41099
H: -3.10945 -2.42498 -5.11137
C: -8.26224 -0.90296 -2.88512
C: -7.11443 -1.94131 -2.71434
N: -6.00084 -1.22058 -2.09794
C: -5.54706 0.06792 -2.44407
C: -4.46381 0.35977 -1.58888
N: -4.33702 -0.70872 -0.71988
C: -5.30436 -1.66518 -1.02121
C: -3.46437 -0.78497 0.44102
H: -9.06783 -1.36407 -3.45651
H: -8.07399 -0.02012 -3.49606
H: -8.60639 -0.54238 -1.91577
H: -6.70558 -2.37847 -3.62530
H: -7.46077 -2.79022 -2.12485
H: -5.92620 0.56788 -3.32311
H: -3.73849 1.15882 -1.54616
H: -5.31905 -2.66470 -0.61238
H: -2.89807 -1.70105 0.27309
H: -4.05769 -0.89576 1.34865
H: -2.82336 0.09615 0.41192
C: -0.75904 4.58124 0.24988
C: -1.99513 4.90752 1.11736
N: -1.64628 4.77748 2.52317
C: -1.23492 5.77874 3.38845
C: -1.02499 5.17573 4.62913
N: -1.50663 3.85780 4.63203
C: -1.91436 3.66290 3.32988
C: -1.81586 3.00399 5.76459
H: -0.49504 3.52494 0.30109
H: 0.12644 5.20116 0.39031
H: -1.03851 4.62429 -0.80281
H: -2.86550 4.29362 0.88563
H: -2.30367 5.94553 0.99303
H: -1.14723 6.80371 3.05960
H: -0.73332 5.71106 5.52061
H: -2.28920 2.72613 2.94471
H: -0.91802 2.39008 5.83613
H: -2.72455 2.41872 5.62376
H: -1.97394 3.68436 6.60137
C: 7.87184 1.15868 -4.18710
C: 7.60343 -0.28523 -3.62798
N: 6.42159 -0.23422 -2.78550
C: 5.15205 0.08728 -3.26524
C: 4.31420 -0.06961 -2.16737
N: 5.02987 -0.70149 -1.17025
C: 6.34377 -0.75420 -1.53843
C: 4.52950 -1.18247 0.10753
H: 6.94019 1.64389 -4.47812
H: 8.42019 1.16397 -5.12911
H: 8.59921 1.65251 -3.54277
H: 8.43207 -0.62915 -3.00897
H: 7.33310 -1.01369 -4.39241
H: 5.02130 0.50598 -4.25216
H: 3.26097 0.11770 -2.01899
H: 7.07688 -1.28507 -0.94926
H: 5.29959 -1.13028 0.87717
H: 4.12611 -2.19065 0.01296
H: 3.69174 -0.53312 0.36169
C: -2.64748 9.52387 -4.71403
C: -3.24097 8.12637 -4.44907
C: -2.15973 7.04833 -4.41076
N: -2.63108 5.59163 -4.16786
C: -3.68706 5.16679 -5.23136
C: -3.20280 5.31661 -2.76281
C: -3.17606 3.77956 -2.51800
C: -2.03337 3.34040 -3.36027
C: -1.50636 4.56149 -4.13396
H: -1.56999 9.58028 -4.55932
H: -3.17969 10.29424 -4.15602
H: -2.82032 9.89522 -5.72415
H: -3.89012 7.87817 -5.28878
H: -3.78968 8.09292 -3.50785
H: -1.36584 7.22757 -3.68570
H: -1.78304 6.97373 -5.43088
H: -4.56096 5.81798 -5.21223
H: -3.89344 4.09888 -5.30255
H: -3.08129 5.28236 -6.13012
H: -4.11357 5.91249 -2.82227
H: -2.57591 5.92242 -2.10850
H: -4.10861 3.30162 -2.81805
H: -3.10062 3.52138 -1.46171
H: -2.29587 2.52394 -4.03302
H: -1.27917 2.86414 -2.73382
H: -1.28492 4.28509 -5.16482
H: -0.64598 5.09260 -3.72683
C: 6.93968 5.36221 5.00799
C: 5.58666 5.40535 4.19627
C: 4.64517 4.20391 4.51785
N: 3.36862 4.08139 3.58946
C: 2.58063 5.40811 3.46364
C: 2.50204 3.04846 4.27761
C: 1.61974 2.43275 3.16434
C: 2.42462 2.56068 1.83478
C: 3.63632 3.41975 2.19684
H: 7.24511 4.31809 4.94007
H: 6.91981 5.65224 6.05851
H: 7.57828 6.02156 4.42015
H: 5.75998 5.31454 3.12398
H: 4.97729 6.25093 4.51526
H: 4.25409 4.34583 5.52533
H: 5.23785 3.28951 4.49142
H: 2.33255 5.70273 4.48332
H: 1.75073 5.17027 2.79820
H: 3.24988 6.10068 2.95320
H: 1.95734 3.59327 5.04870
H: 3.16693 2.35833 4.79698
H: 0.59822 2.80680 3.09587
H: 1.40081 1.37761 3.32824
H: 1.89847 2.88279 0.93616
H: 2.98788 1.67179 1.55071
H: 3.96075 4.15409 1.45954
H: 4.46242 2.75314 2.44440
C: 0.28246 -6.42955 -1.88111
C: 1.39365 -7.18850 -1.10890
C: 2.75956 -6.50748 -1.21068
N: 4.05652 -7.23579 -0.70938
C: 4.35168 -8.29889 -1.72228
C: 4.02475 -7.90612 0.61609
C: 5.40233 -7.82721 1.25287
C: 5.94626 -6.52552 0.70119
C: 5.23736 -6.22851 -0.63340
H: -0.69493 -6.90487 -1.79825
H: 0.55487 -6.38918 -2.93575
H: 0.18091 -5.46310 -1.38739
H: 1.43487 -8.16669 -1.58799
H: 1.10452 -7.31131 -0.06514
H: 2.72442 -5.62282 -0.57489
H: 2.95278 -6.07776 -2.19359
H: 3.51650 -8.98127 -1.88017
H: 5.12674 -8.97572 -1.36272
H: 4.63185 -7.89776 -2.69629
H: 3.53286 -8.87776 0.57083
H: 3.34016 -7.27158 1.17895
H: 5.89952 -8.77892 1.06536
H: 5.28080 -7.77976 2.33503
H: 7.02056 -6.53481 0.51707
H: 5.82146 -5.80677 1.51108
H: 5.91450 -6.37110 -1.47557
H: 4.72102 -5.28184 -0.47433
C: -0.57097 -0.87263 3.52690
C: -1.99312 -1.35119 3.76691
C: -2.46641 -1.37829 5.21784
N: -3.91979 -1.81607 5.27699
C: -4.88387 -0.72134 4.61996
C: -4.34342 -1.95387 6.78713
C: -5.56910 -2.90399 6.67315
C: -5.31349 -3.84035 5.46908
C: -4.18969 -3.21947 4.51540
H: -0.41787 0.11461 3.96282
H: -0.30217 -0.95470 2.47375
H: 0.21519 -1.50703 3.93628
H: -2.11344 -2.28324 3.21472
H: -2.56185 -0.64499 3.16199
H: -2.47854 -0.38245 5.66083
H: -1.78435 -1.96902 5.82934
H: -4.68529 -0.58326 3.55713
H: -4.67754 0.21144 5.14480
H: -5.93064 -1.00887 4.71848
H: -4.31831 -0.99209 7.29942
H: -3.54487 -2.56866 7.20241
H: -6.42634 -2.34191 6.30260
H: -5.88136 -3.48355 7.54188
H: -6.06998 -3.93803 4.69044
H: -5.03339 -4.81596 5.86635
H: -4.54926 -3.06207 3.49852
H: -3.28304 -3.82370 4.48406
N: 1.03770 -0.67527 -1.58898
S: 0.67012 -1.78353 -0.77758
O: -0.66260 -2.37534 -0.98201
O: 1.32415 -1.83391 0.52210
F: 1.56737 -2.89701 -1.57966
S: -0.07443 0.42051 -0.95417
O: 0.02017 0.67695 0.50325
O: -1.39210 0.49994 -1.55762
F: 0.74449 1.76440 -1.41547
C: 3.18892 -0.62645 3.75795
C: 4.67301 -0.55829 3.51686
O: 5.39807 -1.56322 3.65255
O: 5.15831 0.53107 3.08544
H: 2.89368 0.12965 4.48544
H: 2.99189 -1.48531 4.39953
H: 2.55822 -0.55887 2.87152
C: -2.58256 -5.00398 -2.94544
C: -4.09485 -4.78627 -2.98208
O: -4.81362 -4.92755 -1.99577
O: -4.55709 -4.36164 -4.07021
H: -2.07096 -4.76588 -3.87800
H: -2.50991 -6.07791 -2.77373
H: -2.20478 -4.50520 -2.05291
C: -0.80744 -4.75819 1.48039
C: -2.24064 -5.06701 1.06624
O: -2.35535 -6.17561 0.58180
O: -3.15804 -4.27976 1.25886
H: -0.19142 -4.63909 0.58909
H: -0.42846 -5.55320 2.12260
H: -0.70767 -3.81096 2.01039

Properties
HOMO level (alpha / beta) in eV: -9.485 / -10.323
Net charge: +3
⟨S²⟩: 0.76
Lowest unoccupied orbital energy (alpha / beta) in eV: -5.6 / -5.6
Multiplicity: 2
E in eV: -133239.0170